[1]
The following is a DFT calculation (the ωB97M-V functional and the def2-TZVPD basis) of C19H23N3 in the gas phase in a non-equilibrium geometry.

```
45
Properties=species:S:1:pos:R:3:forces:R:3:lowdin_charge:R:1
C -3.792 3.264 1.629 0.8 -1.1 -0.1 -0.06
N -3.907 1.863 1.168 -1.1 0.4 1.0 -0.23
C -4.990 1.541 0.241 -0.3 1.3 0.8 -0.07
C -2.785 1.040 1.118 0.2 -0.4 -0.3 -0.24
C -1.691 1.490 0.441 1.1 -1.1 0.8 -0.01
C -0.554 0.645 0.332 -0.8 -1.1 0.3 0.01
C -0.564 -0.688 0.792 0.6 1.7 -0.5 -0.17
N 0.575 -1.526 0.599 -2.7 -0.4 2.5 0.18
C 1.322 -1.371 -0.306 2.0 0.4 -1.9 -0.23
N 2.170 -1.216 -1.157 -0.5 -0.2 -0.6 0.15
C 3.161 -0.206 -0.861 1.5 1.2 0.2 -0.35
C 3.235 0.878 -1.986 -0.1 -0.7 0.3 -0.15
C 3.869 0.278 -3.233 -0.3 0.4 -0.9 -0.22
C 5.242 -0.331 -3.011 -1.1 -1.0 -0.7 -0.22
C 5.115 -1.426 -1.982 0.6 -0.3 0.8 -0.21
C 4.526 -0.889 -0.666 0.4 0.4 -0.8 -0.15
C -1.675 -1.179 1.524 -0.8 0.3 -0.2 -0.12
C -1.782 -2.482 2.060 0.9 -0.3 -0.2 -0.03
C -2.894 -2.935 2.723 1.7 -0.5 -0.8 -0.10
C -3.986 -2.123 2.875 -0.1 2.2 -0.4 -0.08
C -3.932 -0.802 2.387 0.4 -1.5 0.2 0.01
C -2.794 -0.307 1.670 -0.9 0.2 0.4 -0.07
H -4.532 3.536 2.387 -0.2 -0.2 -0.2 0.08
H -2.798 3.424 2.091 -0.5 -0.2 -0.3 0.09
H -3.869 3.938 0.788 -0.1 0.5 -0.3 0.07
H -4.789 0.626 -0.268 0.3 -0.7 -0.3 0.07
H -5.057 2.355 -0.528 -0.3 -0.6 0.5 0.09
H -5.942 1.398 0.804 0.3 0.4 -0.6 0.09
H -1.625 2.499 0.056 -0.2 0.0 -0.1 0.12
H 0.257 1.097 -0.204 0.7 -0.4 -0.1 0.09
H 2.947 0.350 0.071 -0.2 -0.4 -0.1 0.14
H 3.761 1.790 -1.643 0.0 -0.6 0.0 0.12
H 2.211 1.190 -2.203 0.0 0.0 0.0 0.10
H 3.228 -0.534 -3.611 0.0 0.2 0.2 0.12
H 3.899 1.027 -4.039 0.0 -0.1 0.2 0.11
H 5.964 0.404 -2.748 0.7 0.7 0.4 0.10
H 5.564 -0.801 -3.940 0.2 0.2 -0.2 0.11
H 6.100 -1.893 -1.820 -0.2 0.3 0.3 0.11
H 4.504 -2.271 -2.324 -0.2 0.4 -0.2 0.11
H 5.175 -0.106 -0.250 0.2 -0.3 0.0 0.12
H 4.488 -1.730 0.011 -0.3 0.0 0.6 0.11
H -0.944 -3.172 1.931 -0.2 0.3 0.0 0.11
H -2.832 -3.953 3.066 -0.4 -0.2 0.3 0.10
H -4.806 -2.517 3.429 -0.8 0.2 0.2 0.09
H -4.771 -0.174 2.586 -0.3 0.5 -0.1 0.10
```
Positions in Å, forces in eV/Å.

Computed properties:
largest force on an atom	3.683	eV Å⁻¹
net charge	0
SMILES string	CN(C)c1ccc(N=C=NC2CCCCC2)c2ccccc12
DFT total energy	-24545.423	eV
ΔE to the lowest compared entry with this formula, charge and spin	0.61	kcal/mol

***

[2]
The following is a DFT calculation (the ωB97M-V functional and the def2-TZVPD basis) of C19H23N3O2S2 in the gas phase.

```
49
Properties=species:S:1:pos:R:3:forces:R:3:lowdin_charge:R:1
N -4.233 -2.889 1.162 -0.2 0.4 -0.6 -0.06
S -4.812 -2.043 -0.183 0.2 -0.5 0.6 0.62
O -4.478 -2.808 -1.349 0.3 0.1 0.1 -0.30
O -6.179 -1.694 0.070 0.2 0.2 0.2 -0.30
C -3.797 -0.588 -0.110 -0.4 -0.4 -0.2 -0.30
C -2.595 -0.565 -0.788 0.0 0.0 0.0 -0.04
C -1.783 0.548 -0.705 -0.1 0.1 0.0 -0.02
C -2.175 1.643 0.072 -0.2 -0.5 0.0 -0.25
N -1.389 2.778 0.198 -0.1 0.2 0.4 0.04
C -0.082 2.949 -0.218 0.2 0.3 -0.1 -0.84
S 0.328 4.362 -0.971 0.0 0.5 -0.2 0.66
N 0.812 1.984 0.052 -0.4 0.1 -0.1 -0.12
C 2.156 2.114 -0.482 0.4 -0.1 -0.4 -0.20
C 2.889 0.788 -0.361 0.1 0.2 0.2 -0.13
C 3.090 0.402 1.110 -0.1 -0.2 0.0 -0.31
C 3.268 -1.118 1.254 0.2 0.3 0.0 -0.13
C 4.441 -1.608 0.453 -0.1 -0.1 0.0 -0.24
C 4.262 -2.292 -0.742 0.0 0.0 0.0 -0.05
C 5.350 -2.713 -1.486 0.0 0.0 -0.1 -0.08
C 6.635 -2.454 -1.044 0.1 0.0 -0.1 -0.09
C 6.826 -1.776 0.148 0.1 0.0 0.0 -0.08
C 5.737 -1.358 0.890 0.0 0.0 0.0 -0.04
C 1.900 0.909 1.941 0.0 0.0 -0.1 -0.12
C 0.631 0.996 1.098 0.0 -0.3 0.5 -0.14
C -3.414 1.614 0.722 0.1 -0.1 -0.1 0.00
C -4.220 0.499 0.632 -0.1 0.1 0.0 -0.05
H -3.863 -3.787 0.896 0.1 -0.2 -0.2 0.06
H -4.945 -2.986 1.867 -0.2 0.1 0.1 0.06
H -2.326 -1.416 -1.393 0.1 -0.1 -0.1 0.12
H -0.866 0.597 -1.271 0.1 0.0 0.0 0.12
H -1.894 3.652 0.272 0.2 -0.1 -0.1 0.12
H 2.075 2.422 -1.529 0.0 0.0 0.2 0.10
H 2.700 2.907 0.047 -0.1 0.0 -0.1 0.12
H 3.852 0.859 -0.866 0.0 0.0 -0.1 0.13
H 2.309 0.017 -0.873 0.0 -0.1 -0.1 0.12
H 4.002 0.884 1.477 0.0 0.0 0.0 0.14
H 3.427 -1.354 2.309 -0.1 0.0 0.0 0.12
H 2.357 -1.622 0.927 -0.1 0.0 0.0 0.12
H 3.261 -2.504 -1.092 -0.1 0.0 0.0 0.11
H 5.193 -3.245 -2.413 0.0 0.0 -0.1 0.10
H 7.485 -2.781 -1.624 0.1 0.0 0.0 0.10
H 7.827 -1.575 0.502 0.1 0.0 0.0 0.10
H 5.892 -0.836 1.823 0.0 0.1 0.1 0.11
H 1.719 0.247 2.788 0.0 0.0 0.1 0.12
H 2.118 1.902 2.338 0.0 0.0 0.1 0.12
H 0.397 0.014 0.670 0.0 0.0 0.1 0.12
H -0.212 1.295 1.724 0.1 -0.1 -0.1 0.13
H -3.731 2.475 1.292 0.0 0.1 0.1 0.12
H -5.181 0.455 1.117 -0.1 0.1 0.1 0.12
```
Positions in Å, forces in eV/Å.

Computed properties:
largest force on an atom	0.803	eV Å⁻¹
net charge	0
SMILES string	NS(=O)(=O)c1ccc(NC(=S)N2CCC(Cc3ccccc3)CC2)cc1
DFT total energy	-50312.648	eV
ΔE to the lowest compared entry with this formula, charge and spin	34.94	kcal/mol

***

[3]
The following is a DFT calculation (the ωB97M-V functional and the def2-TZVPD basis) of a molecular structure, C19H23N3O6S in a non-equilibrium geometry.

```
52
Properties=species:S:1:pos:R:3:forces:R:3:lowdin_charge:R:1
C -2.210 -2.213 1.808 0.5 -0.4 -0.3 -0.11
C -1.743 -2.392 0.342 -0.3 0.1 0.0 -0.28
C -2.913 -2.705 -0.643 0.7 -0.1 0.3 -0.21
C -2.498 -2.628 -2.146 -0.9 -0.5 0.1 -0.19
C -3.094 -1.432 -2.953 0.3 0.2 0.5 -0.19
C -2.127 -0.236 -3.196 -1.2 0.0 0.1 -0.17
C -1.843 0.462 -1.827 0.6 0.3 -0.5 -0.09
C -0.373 0.734 -1.479 -0.1 0.4 0.3 -0.03
C 0.769 -0.126 -1.794 0.2 0.2 0.7 -0.18
O 0.559 -1.309 -2.472 -0.1 0.1 0.0 0.02
C 2.060 0.159 -1.420 0.3 0.2 0.1 -0.08
C 3.273 -0.722 -1.733 0.1 0.2 0.2 -0.07
C 3.058 -2.232 -1.498 0.0 0.8 -0.1 -0.25
O 3.376 -2.734 -0.452 -0.2 -0.1 -0.4 0.07
C 2.312 1.367 -0.670 -0.9 0.2 -0.1 -0.29
N 3.490 1.797 -0.186 -1.3 0.6 0.2 -0.20
S 3.125 3.172 0.599 0.3 0.3 0.0 1.02
N 1.517 3.333 0.388 1.1 -1.2 -0.5 -0.18
C 1.202 2.248 -0.338 -0.2 -0.5 -0.3 -0.29
C -0.110 1.877 -0.772 0.5 -0.4 0.1 -0.14
O -1.167 2.752 -0.391 0.4 0.4 -0.9 0.06
C -1.207 3.735 -1.265 -0.2 0.6 0.0 -0.32
N -1.251 4.616 -2.019 0.0 -0.9 0.7 0.18
H -2.624 -3.174 2.161 0.1 0.5 0.1 0.08
H -2.971 -1.421 1.921 0.3 -0.3 -0.1 0.07
H -1.330 -1.953 2.424 -0.5 -0.1 -0.1 0.07
H -1.173 -1.488 0.059 -0.3 -0.3 -0.1 0.08
H -1.028 -3.237 0.268 -0.2 0.4 0.2 0.11
H -3.204 -3.749 -0.427 -0.1 0.4 0.0 0.11
H -3.791 -2.075 -0.401 0.4 -0.2 -0.3 0.11
H -1.402 -2.714 -2.193 -0.4 0.2 -0.3 0.09
H -2.892 -3.548 -2.622 0.3 0.4 0.2 0.10
H -3.923 -1.022 -2.340 0.3 -0.2 -0.4 0.11
H -3.575 -1.796 -3.878 0.5 0.2 0.2 0.11
H -2.700 0.487 -3.810 0.4 -0.3 0.2 0.11
H -1.235 -0.490 -3.783 -0.2 -0.1 0.4 0.10
H -2.332 1.451 -1.863 0.2 -0.5 0.1 0.11
H -2.319 -0.049 -0.971 0.3 0.0 -0.5 0.12
H 0.468 -2.034 -1.839 -0.1 0.1 0.0 0.10
H 3.632 -0.484 -2.750 -0.3 -0.4 0.2 0.14
H 4.079 -0.411 -1.044 -0.4 -0.2 -0.3 0.11
H 2.566 -2.802 -2.325 0.4 0.0 0.3 0.13
C 2.999 2.760 4.552 0.3 0.2 -0.1 -0.13
C 1.633 2.535 3.957 -0.2 0.1 -0.4 -0.14
O 1.119 1.459 4.742 0.3 0.1 0.2 0.06
C 1.774 1.473 5.934 -0.1 -0.1 0.2 -0.56
O 1.472 0.817 6.873 0.0 0.0 0.0 0.17
O 2.822 2.341 5.905 -0.3 -0.1 -0.2 0.06
H 3.312 3.801 4.505 0.0 0.0 0.2 0.13
H 3.767 2.138 4.086 0.0 0.0 0.0 0.13
H 0.977 3.401 4.074 0.0 0.0 0.0 0.14
H 1.673 2.262 2.905 -0.1 -0.2 0.1 0.09
```
Positions in Å, forces in eV/Å.

Computed properties:
largest force on an atom	1.739	eV Å⁻¹
net charge	0
DFT total energy	-47664.112	eV
ΔE to the lowest compared entry with this formula, charge and spin	73.97	kcal/mol

***

[4]
The following is a DFT calculation (the ωB97M-V functional and the def2-TZVPD basis) of C19H23N3OS in the gas phase.

```
47
Properties=species:S:1:pos:R:3:forces:R:3:lowdin_charge:R:1
C 6.103 1.368 -0.430 -0.2 -0.4 0.0 -0.39
S 5.246 -0.239 -0.436 -0.1 0.2 0.1 0.83
C 3.596 0.352 -0.085 0.7 -0.3 -0.2 -0.59
C 3.202 0.553 1.228 -0.1 0.1 0.0 -0.12
C 1.926 1.003 1.497 0.0 0.1 0.0 -0.04
C 1.028 1.253 0.459 0.3 -0.1 -0.2 -0.22
N -0.253 1.676 0.798 -0.2 0.1 0.4 0.15
C -1.305 1.970 -0.041 0.1 0.2 0.5 -0.54
O -1.219 2.048 -1.246 0.1 -0.1 -0.4 0.05
N -2.466 2.277 0.639 -0.2 0.3 0.3 0.05
C -3.710 1.979 -0.036 -0.1 -0.2 0.0 -0.16
C -4.063 0.487 0.158 0.1 0.3 -0.1 -0.17
N -2.898 -0.316 -0.115 -0.2 -0.2 0.1 -0.17
C -2.709 -0.637 -1.520 0.0 0.2 -0.4 -0.16
C -1.781 -1.841 -1.738 -0.1 0.1 0.1 -0.10
C -0.730 -1.925 -0.676 0.1 -0.1 0.0 -0.18
C 0.604 -2.196 -0.926 -0.1 0.0 0.0 -0.03
C 1.498 -2.310 0.125 0.1 -0.1 0.0 -0.09
C 1.063 -2.140 1.428 0.1 -0.1 0.0 -0.09
C -0.267 -1.852 1.683 -0.1 -0.1 0.0 -0.04
C -1.166 -1.754 0.635 0.0 -0.1 0.1 -0.17
C -2.617 -1.406 0.800 0.0 -0.1 0.0 -0.12
C 1.436 1.053 -0.857 -0.2 0.1 -0.1 -0.01
C 2.713 0.601 -1.122 0.0 0.1 0.2 -0.10
H 5.682 2.001 -1.205 0.1 0.1 0.0 0.03
H 7.149 1.167 -0.634 0.1 0.1 0.0 0.02
H 5.992 1.833 0.545 0.1 0.1 0.0 0.03
H 3.892 0.351 2.033 0.1 0.0 0.1 0.11
H 1.616 1.153 2.522 -0.1 0.0 0.1 0.11
H -0.438 1.684 1.791 0.0 0.0 -0.2 0.14
H -2.479 2.042 1.622 0.1 0.0 -0.1 0.13
H -3.555 2.199 -1.092 -0.1 0.1 0.1 0.12
H -4.504 2.617 0.358 0.0 0.0 -0.1 0.12
H -4.920 0.231 -0.485 0.0 0.0 0.1 0.12
H -4.365 0.334 1.199 0.0 0.0 0.0 0.11
H -2.270 0.244 -1.999 -0.1 -0.1 -0.1 0.10
H -3.678 -0.841 -2.008 0.1 0.0 0.0 0.12
H -2.373 -2.762 -1.698 0.0 0.0 -0.1 0.12
H -1.332 -1.778 -2.729 0.0 0.0 0.0 0.12
H 0.946 -2.324 -1.943 0.0 0.0 -0.1 0.12
H 2.538 -2.525 -0.072 0.1 0.0 0.0 0.11
H 1.763 -2.227 2.246 0.1 0.0 0.1 0.11
H -0.608 -1.713 2.700 0.0 0.0 0.1 0.11
H -2.817 -1.076 1.823 0.0 0.0 -0.1 0.12
H -3.246 -2.296 0.604 0.0 0.1 0.1 0.13
H 0.746 1.247 -1.660 0.0 0.0 0.0 0.10
H 3.028 0.433 -2.140 0.0 0.0 -0.1 0.11
```
Positions in Å, forces in eV/Å.

Computed properties:
largest force on an atom	0.760	eV Å⁻¹
net charge	0
SMILES string	CSc1ccc(NC(=O)NCCN2CCc3ccccc3C2)cc1
DFT total energy	-37430.382	eV
ΔE to the lowest compared entry with this formula, charge and spin	2.12	kcal/mol

***

- Number 1 is which compound?
  C19H23N3